(1)
{
  "formula": "C9H14N2O",
  "method": "ωB97M-V/def2-TZVPD",
  "homo_ha": [-0.251, -0.261],
  "spin_multiplicity": 1,
  "de_lowest_ev": 6.734,
  "homo_lumo_gap_ev": [6.38, 6.62],
  "total_charge": 0,
  "energy_ha": -535.83628,
  "symbols": ["C", "C", "C", "C", "C", "C", "C", "C", "C", "N", "N", "O", "H", "H", "H", "H", "H", "H", "H", "H", "H", "H", "H", "H", "H", "H"],
  "coordinates": [[0.481475, -0.404101, 0.071681], [-0.561666, -1.258109, 0.601521], [-0.617937, 0.570739, 1.857224], [-0.980103, 1.654940, 2.609649], [0.606061, 0.009857, -2.369613], [1.972030, 0.376217, -2.811483], [-0.050103, -1.153441, -3.013458], [1.295622, 1.711601, 0.518697], [-2.103773, -1.450554, 2.550582], [0.406704, 0.691313, 0.834705], [-1.042998, -0.750502, 1.798093], [-0.694353, -2.436409, 0.162487], [-1.717608, 1.703183, 3.402414], [-0.645367, 2.642293, 2.333266], [1.871911, 0.493795, -3.861834], [2.202231, 1.246501, -2.277530], [2.764255, -0.346697, -2.564507], [0.534230, -1.639262, -3.863903], [-0.264368, -1.768110, -2.146418], [-1.079270, -0.945399, -3.316840], [0.951004, 2.165445, -0.379974], [1.242518, 2.470631, 1.415319], [2.334403, 1.293534, 0.322068], [-2.347919, -2.229320, 1.861893], [-1.679691, -1.877333, 3.494173], [-2.877289, -0.770814, 2.771789]],
  "forces_ev_per_a": [[0.9106, 1.6769, -0.8533], [0.5467, -4.8977, -0.5853], [0.2026, 2.7284, 0.8967], [-0.1431, -1.2980, -0.7758], [-1.3096, -0.1325, 0.5280], [-0.5146, -1.5339, 1.5453], [0.9481, 0.2318, -0.6098], [1.6622, 2.6035, 2.4840], [2.5112, 0.1010, 0.3519], [-1.4860, -3.6130, -0.4061], [-0.3493, 0.2646, -0.5356], [-0.9207, 2.9384, 1.4160], [0.0294, -0.6735, -0.1062], [0.4623, -0.1386, -0.1138], [0.2464, 0.3221, -1.1786], [0.8337, 1.6271, 0.2051], [-0.2993, -0.2255, -0.3971], [-0.7218, 0.1465, 1.1321], [0.3549, -0.9123, 0.1157], [0.1164, 0.3974, -0.2780], [-0.1927, 0.7142, -0.8106], [0.6957, -1.1655, -1.9232], [-1.3262, 0.5857, 0.5693], [-0.7231, -0.6840, -0.0672], [-0.3947, 0.3277, -0.7732], [-1.1391, 0.6093, 0.1699]],
  "lowdin_charge": [0.07, -0.40, -0.25, 0.10, -0.10, -0.15, -0.16, -0.07, 0.02, -0.13, -0.02, 0.03, 0.05, 0.04, 0.07, 0.02, 0.10, 0.09, 0.05, 0.07, 0.07, 0.12, 0.12, 0.08, 0.11, 0.07]
}



(2)
{
  "formula": "C38H76Cu2O35S7",
  "method": "ωB97M-V/def2-TZVPD",
  "homo_ha": [-0.266, -0.264],
  "spin_multiplicity": 3,
  "de_lowest_ev": 0.000,
  "homo_lumo_gap_ev": [6.81, 5.32],
  "total_charge": 0,
  "energy_ha": -10194.79090,
  "symbols": ["Cu", "Cu", "S", "O", "O", "O", "O", "S", "O", "O", "O", "O", "C", "C", "C", "O", "C", "H", "H", "H", "H", "H", "H", "H", "H", "C", "C", "C", "O", "C", "H", "H", "H", "H", "H", "H", "H", "H", "C", "C", "C", "O", "C", "H", "H", "H", "H", "H", "H", "H", "H", "C", "C", "C", "O", "C", "H", "H", "H", "H", "H", "H", "H", "H", "C", "C", "C", "O", "C", "H", "H", "H", "H", "H", "H", "H", "H", "C", "C", "C", "O", "C", "H", "H", "H", "H", "H", "H", "H", "H", "C", "C", "C", "O", "C", "H", "H", "H", "H", "H", "H", "H", "H", "C", "C", "O", "S", "O", "O", "O", "H", "H", "H", "H", "C", "C", "O", "S", "O", "O", "O", "H", "H", "H", "H", "C", "C", "O", "S", "O", "O", "O", "H", "H", "H", "H", "C", "C", "O", "S", "O", "O", "O", "H", "H", "H", "H", "C", "C", "O", "S", "O", "O", "O", "H", "H", "H", "H"],
  "coordinates": [[-1.248112, 0.561347, -1.920737], [1.903698, -0.136463, 2.534943], [2.716858, 0.917557, 4.881813], [1.788858, 0.820197, 6.027333], [2.902568, -0.384483, 4.341083], [2.043178, 1.631657, 3.811213], [3.932068, 1.490357, 5.258933], [0.246888, 0.256947, 0.280123], [0.240108, 1.275567, -0.748197], [-0.809602, -0.577313, -0.254297], [1.544158, -0.382103, 0.460373], [0.090138, 0.713207, 1.642653], [-4.905852, -1.451413, -3.123637], [-4.263962, -2.509783, -2.261827], [-2.817802, -2.125603, -2.116627], [-2.686482, -0.832733, -2.696257], [-3.687412, -0.791103, -3.683597], [-5.538172, -0.826053, -2.493397], [-5.555032, -1.832483, -3.911957], [-4.484812, -3.519933, -2.606687], [-4.732562, -2.670933, -1.290977], [-2.141122, -2.847513, -2.573867], [-2.708982, -2.088603, -1.032707], [-3.250692, -0.965183, -4.666997], [-3.843172, 0.252467, -3.957117], [-0.930062, -3.546573, 3.088553], [-0.947112, -3.060073, 4.490473], [0.264318, -2.103673, 4.642863], [0.648858, -1.823313, 3.229193], [-0.491632, -2.182813, 2.423513], [-1.887972, -3.918943, 2.725453], [-0.248252, -4.378773, 2.913393], [-0.942682, -3.796903, 5.293693], [-1.853372, -2.487313, 4.687313], [1.117028, -2.535543, 5.166763], [0.081728, -1.147953, 5.134163], [-0.152022, -2.381563, 1.407023], [-1.244882, -1.403083, 2.310653], [-4.731512, 2.303597, 0.228133], [-3.744242, 3.463317, 0.369463], [-2.541162, 2.978477, -0.331777], [-2.779092, 1.722597, -0.890127], [-3.832612, 1.131727, -0.055097], [-5.499652, 2.544207, -0.506827], [-5.393102, 2.063847, 1.060553], [-3.502432, 3.796437, 1.378753], [-4.179252, 4.344307, -0.102467], [-1.672732, 2.979537, 0.326963], [-2.327062, 3.772927, -1.046697], [-3.438092, 0.585467, 0.801683], [-4.527012, 0.465307, -0.566747], [1.846028, -2.182653, -3.613947], [1.576908, -1.528843, -4.942237], [0.321048, -0.690543, -4.699557], [0.247728, -0.517363, -3.262837], [1.461388, -1.014203, -2.710557], [2.859368, -2.519023, -3.394597], [1.091368, -2.943953, -3.416437], [1.407168, -2.260653, -5.732007], [2.326428, -0.786703, -5.217077], [-0.581722, -1.242913, -4.960307], [0.272168, 0.226867, -5.286127], [1.204198, -1.368323, -1.712287], [2.244738, -0.276613, -2.536157], [4.611348, 3.228537, 0.373413], [5.654328, 2.052667, 0.473153], [4.974428, 0.814427, 1.147723], [3.623648, 1.195497, 1.361163], [3.286328, 2.460097, 0.726773], [4.527668, 3.648637, -0.628897], [4.753778, 4.036807, 1.090703], [6.497328, 2.564377, 0.937483], [6.036018, 1.709147, -0.488307], [5.544968, 0.718577, 2.071523], [5.190478, -0.070883, 0.549683], [2.498038, 2.969797, 1.280763], [2.805838, 2.441177, -0.251427], [-1.938312, 4.183207, -4.143127], [-0.456992, 4.328987, -4.071977], [-0.005602, 3.153207, -3.167747], [-1.013552, 2.168327, -3.291257], [-2.078612, 2.691907, -4.173927], [-2.359982, 4.560867, -5.074607], [-2.361492, 4.587217, -3.223457], [-0.013292, 5.276657, -3.766767], [-0.122282, 4.168827, -5.096877], [0.047368, 3.510607, -2.139367], [0.993578, 2.809977, -3.435957], [-3.101292, 2.494497, -3.852577], [-2.039102, 2.284897, -5.184307], [4.152138, -3.992223, 2.213143], [4.460388, -3.446403, 0.861643], [3.377138, -2.441743, 0.652833], [3.396998, -1.822013, 2.024283], [3.945188, -2.692173, 3.062473], [4.948498, -4.644863, 2.570873], [3.292058, -4.648233, 2.347383], [4.329368, -4.252963, 0.140263], [5.482388, -3.080313, 0.763643], [2.439648, -2.990553, 0.563343], [3.478638, -1.711483, -0.149977], [3.272248, -2.964473, 3.875563], [4.933078, -2.335023, 3.353353], [6.064548, -0.447203, -2.929617], [5.467828, -1.328393, -4.070607], [4.847718, -0.417913, -4.913337], [4.641978, 1.110047, -4.291757], [3.218888, 1.535397, -4.361557], [5.688818, 2.037247, -4.700917], [5.085578, 0.595887, -2.820647], [7.009498, 0.010227, -3.222737], [6.278728, -1.027083, -2.031857], [4.771288, -2.096733, -3.735047], [6.216788, -1.913713, -4.604047], [-5.352002, -2.628823, 3.730643], [-4.210772, -2.156253, 2.803773], [-4.806942, -0.978143, 2.377603], [-6.450922, -0.960483, 2.216093], [-6.870862, -1.407763, 0.903433], [-6.997302, 0.324337, 2.699683], [-6.580082, -2.113183, 3.330433], [-5.251212, -2.182123, 4.719783], [-5.315782, -3.692493, 3.966023], [-4.025832, -2.801353, 1.944863], [-3.270832, -1.946853, 3.314423], [1.432748, 6.143357, 2.396773], [0.478428, 5.237717, 1.494763], [0.863188, 5.558737, 0.163943], [1.628938, 7.044807, 0.070263], [0.950878, 8.012657, -0.796057], [3.062348, 6.810777, -0.094647], [1.268228, 7.363457, 1.650713], [2.497458, 5.916127, 2.450413], [0.969578, 6.290197, 3.372483], [-0.575892, 5.325247, 1.757173], [0.596518, 4.161627, 1.622043], [-1.129572, 1.650887, 4.768363], [-0.932182, 2.969017, 3.966073], [-2.247292, 3.448617, 3.647473], [-3.433622, 2.513787, 4.334383], [-3.880302, 1.555007, 3.317193], [-4.477532, 3.357117, 4.975123], [-2.386042, 1.763297, 5.395683], [-0.321192, 1.396317, 5.453783], [-1.172192, 0.801127, 4.087043], [-0.439422, 2.757757, 3.017043], [-0.377662, 3.728197, 4.517663], [-2.197912, -6.865523, -2.335507], [-0.742122, -6.491293, -2.548057], [-0.623592, -5.290353, -1.902287], [-1.356362, -5.421773, -0.427447], [-1.675422, -4.054503, 0.004943], [-0.631792, -6.351063, 0.442363], [-2.564872, -6.296693, -1.091307], [-2.516972, -7.907223, -2.369697], [-2.868312, -6.263913, -2.949287], [-0.566562, -6.419573, -3.621427], [-0.110572, -7.182123, -1.989487]],
  "forces_ev_per_a": [[0.7617, -0.0839, 0.6542], [1.5061, 0.2648, 1.9703], [-2.9411, 2.1533, 5.1213], [-0.2539, -0.0404, -0.1928], [0.3860, -5.6898, -3.5591], [-1.9158, 1.5772, -3.5328], [3.4618, 1.7436, 0.5683], [2.5513, -0.2377, 2.6711], [0.4199, 3.1908, -2.3324], [-2.6935, -2.6559, -0.7938], [1.0538, -1.5932, -2.1991], [-2.7556, 1.7861, 1.2412], [-0.5043, -0.4823, -0.3618], [-1.4539, -1.9117, 0.4140], [-0.0250, -0.8974, 1.4511], [0.4022, 0.0576, 0.5129], [0.0661, 3.3729, -1.5461], [0.3276, 0.5220, -0.2176], [0.0924, -0.1764, 0.0328], [0.7248, -0.1131, -0.9020], [-0.0877, 0.9784, 0.3029], [0.2559, 0.1961, 0.0053], [1.1315, 0.3570, -0.3043], [-0.1495, -1.9841, -0.1357], [-0.4648, 0.6419, 0.9334], [-0.4362, 1.1829, -0.9818], [0.1296, 0.5448, 2.1644], [0.1524, 0.1065, -1.0405], [-1.0483, -0.0528, 0.4906], [1.1048, -2.3188, -0.5984], [-0.1942, 0.2371, 0.0801], [0.4657, 0.3885, -0.1168], [0.1838, -0.3006, -0.1648], [-0.1360, 0.1417, -0.1283], [0.0678, -0.1164, -0.3470], [-0.2553, -0.0634, 0.0156], [0.3016, 0.1771, 0.0547], [-0.2069, 0.0307, 0.6753], [-0.4805, 0.3446, 1.5287], [-1.8874, 0.8243, 1.1035], [1.8167, 1.9941, 0.0242], [-1.0112, -1.4527, -0.2466], [-1.1476, -0.0176, -0.8770], [0.5325, -0.3642, -0.8321], [0.4889, 0.2569, 0.6779], [-0.1920, -0.4708, 0.1742], [0.1165, 0.0451, -0.1625], [0.1340, -0.4917, 0.1635], [0.4165, -0.6497, -0.8896], [0.2557, 0.5207, 0.1413], [0.9010, -0.6236, -0.8326], [-0.3921, 1.1734, 0.7704], [-0.1753, 0.3947, -0.9734], [-0.8906, -0.9124, 0.2681], [0.4297, 0.6964, -0.7546], [-0.0692, -1.0712, 1.6994], [-0.2051, -0.1819, -0.2901], [0.2826, -0.4161, -0.0789], [0.1753, 0.2206, -0.2270], [0.4418, -0.5434, -0.0810], [-0.1642, -0.1692, -0.0859], [0.3577, 0.3423, 0.4314], [0.0143, -0.0244, 0.0210], [-0.0454, 0.3854, -0.5906], [-1.1054, -1.6361, 0.8270], [-0.1241, 1.0455, -0.7790], [1.4834, 2.5993, 0.3087], [-0.1937, 0.3426, -0.6137], [0.5837, 0.4273, -0.9605], [0.0936, 0.0048, 0.1072], [0.5160, -0.1668, -0.0274], [0.2449, -0.9330, 0.6448], [-0.2173, 0.4491, -0.3442], [-0.7631, -0.5118, 0.5524], [-0.8410, -0.1769, -0.1742], [0.6318, -0.0175, 0.9139], [-0.2503, -1.5100, -0.3118], [0.1291, 0.1647, 0.2360], [1.4297, -0.4625, -0.6640], [0.6339, 1.9606, 0.0461], [-1.7987, -0.7481, -0.9611], [-0.6195, -0.1349, 0.5253], [-0.1866, 0.5096, 0.3699], [-0.5611, 0.1062, -0.2814], [-0.3691, 0.0127, 0.2428], [0.5090, -0.1490, -0.0542], [-0.1100, -0.2366, 0.1786], [-0.2093, -0.4905, -0.1167], [0.2622, -0.7913, 0.7710], [0.7197, -0.1547, -0.0354], [0.8429, -0.0539, 1.9874], [-0.3635, -1.5021, -1.6914], [0.4307, -0.1410, 2.4884], [-0.8199, 0.9515, -0.4240], [0.3333, -1.8512, -2.4779], [0.3781, 0.2904, 0.2310], [-0.4745, 0.2780, -0.8137], [0.2660, -0.1028, -0.3757], [-0.0625, 0.2633, 0.2221], [-0.2604, 0.2570, -0.2309], [0.0747, 0.2357, 0.5152], [-0.0522, 1.0228, -0.0257], [-0.4009, 0.4165, 0.4186], [0.1149, -0.6304, -1.3476], [1.2378, -0.4558, 1.3334], [-1.2748, 2.2051, -1.5756], [-0.0583, 0.5905, 0.6122], [3.8190, -1.6402, 0.2722], [-1.9632, -1.7567, -0.0546], [-0.9520, 0.3645, 0.5672], [0.0117, -0.0051, -0.2383], [-0.8035, 0.4661, 0.3301], [-0.3519, 0.4284, 0.3505], [0.3112, 0.5032, -0.2109], [2.0811, -0.6682, 2.5199], [-1.6962, -0.8560, 0.2764], [-1.1084, 2.9850, -1.9201], [0.4409, 1.7666, 0.7415], [0.7621, 0.1704, 1.5931], [1.6075, -3.3888, -1.0229], [-1.8323, 0.1087, -1.7994], [0.7228, 0.1719, 0.0971], [-0.7144, -0.1996, -0.7807], [0.0068, -0.2559, 0.0138], [-0.3049, 0.1475, 0.0710], [-1.9430, -0.5203, -1.0082], [1.6563, -0.8263, 1.5318], [0.1741, 1.4303, -1.1291], [0.0541, 0.2163, 0.6596], [1.1110, -2.3363, 1.9173], [-2.6326, 0.2693, 0.2185], [0.8702, 0.8961, -1.5337], [-0.2291, -0.5311, -0.0269], [0.2964, 0.1219, -0.0735], [-0.1471, 1.1381, -0.4706], [0.7726, -0.0535, -0.1052], [0.9587, -0.1256, -1.4456], [0.4894, -0.9484, 0.0672], [-1.7343, -0.4517, 0.8789], [-0.6864, 0.4597, -0.3255], [0.8824, 1.4827, 1.8501], [3.3283, -2.3041, -1.2780], [-2.5638, 1.3047, -0.1718], [-0.0569, 0.5268, 0.4617], [-0.0375, 0.0415, -0.3866], [0.1213, -0.1348, 0.2068], [-0.2304, 0.0070, 0.1225], [-1.3171, 0.8048, -0.6256], [-0.5693, -2.2358, -0.1955], [0.2251, 2.5865, 1.8400], [0.7814, -0.2013, 0.1247], [0.2026, -3.4241, -1.0719], [-1.1421, 2.1054, -1.4915], [0.1577, 1.1171, 2.7918], [0.5082, 0.0012, 0.1138], [0.3136, -0.4324, -1.0609], [0.5295, 0.1564, 0.2756], [0.2938, -0.5012, -0.6982]],
  "lowdin_spin": [0.75, 0.71, 0.00, 0.02, 0.13, 0.10, 0.02, 0.00, 0.10, 0.09, 0.02, 0.01, 0.00, 0.00, 0.00, 0.02, 0.00, 0.00, 0.00, 0.00, 0.00, 0.00, 0.00, 0.00, 0.00, 0.00, 0.00, 0.00, 0.01, 0.00, 0.00, 0.00, 0.00, 0.00, 0.00, 0.00, 0.00, 0.00, 0.00, 0.00, 0.00, 0.00, 0.00, 0.00, 0.00, 0.00, 0.00, 0.00, 0.00, 0.00, 0.00, 0.00, 0.00, 0.00, 0.00, 0.00, 0.00, 0.00, 0.00, 0.00, 0.00, 0.00, 0.00, 0.00, 0.00, 0.00, 0.00, 0.00, 0.00, 0.00, 0.00, 0.00, 0.00, 0.00, 0.00, 0.00, 0.00, 0.00, 0.00, 0.00, 0.02, 0.00, 0.00, 0.00, 0.00, 0.00, 0.00, 0.00, 0.00, 0.00, 0.00, 0.00, 0.00, 0.01, 0.00, 0.00, 0.00, 0.00, 0.00, 0.00, 0.00, 0.00, 0.00, 0.00, 0.00, 0.00, 0.00, 0.00, 0.00, 0.00, 0.00, 0.00, 0.00, 0.00, 0.00, 0.00, 0.00, 0.00, 0.00, 0.00, 0.00, 0.00, 0.00, 0.00, 0.00, 0.00, 0.00, 0.00, 0.00, 0.00, 0.00, 0.00, 0.00, 0.00, 0.00, 0.00, 0.00, 0.00, 0.00, 0.00, 0.00, 0.00, 0.00, 0.00, 0.00, 0.00, 0.00, 0.00, 0.00, 0.00, 0.00, 0.00, 0.00, 0.00, 0.00, 0.00, 0.00, 0.00]
}